No. 1
Density functional theory data (ωB97M-V/def2-TZVPD) for C30H52BrCuN3OP2 as an isolated structure in a non-equilibrium geometry.

Cartesian coordinates (Å):
N -7.2382 5.7182 -6.1270
C -6.8465 6.2823 -4.9725
C -6.0819 5.6247 -4.0023
C -5.6769 4.2858 -4.2118
C -6.0930 3.6968 -5.4302
C -6.8556 4.4436 -6.3315
C -4.8771 3.6013 -3.1974
Cu 0.0087 -0.0229 0.7870
P 6.2210 -0.9637 -0.2723
C -3.6721 3.0013 -3.3941
C -2.8531 2.3142 -2.3990
C -1.7397 1.5530 -2.8283
C -0.9188 0.8774 -1.9173
C -1.1687 0.9303 -0.5279
C -2.2841 1.6902 -0.0980
C -3.1059 2.3637 -1.0058
Br 1.4998 -1.2291 2.4598
H -5.3196 3.5908 -2.1932
H -3.2390 3.0205 -4.4032
H -5.7965 6.1459 -3.0814
H -5.8259 2.6644 -5.6769
H -7.1610 7.3227 -4.8098
H -7.1799 3.9890 -7.2780
H -1.5198 1.4971 -3.9019
H -3.9591 2.9380 -0.6278
H -0.0666 0.3009 -2.2963
H -2.5145 1.7561 0.9720
P -0.4470 -2.0702 -0.2310
C 5.6313 0.8157 -0.1379
C 6.6812 1.8383 -0.5916
H 5.3030 1.0217 0.9003
H 4.7317 0.8908 -0.7776
H 6.5068 2.8214 -0.1186
H 7.7039 1.5190 -0.3206
H 6.6544 1.9750 -1.6870
C 5.3540 -1.3880 -1.8847
C 5.9933 -2.5471 -2.6601
H 5.3919 -0.4646 -2.4942
H 4.2840 -1.5955 -1.6842
H 5.7067 -2.5128 -3.7266
H 7.0957 -2.5067 -2.6019
H 5.6716 -3.5259 -2.2637
C 5.0524 -1.7498 0.9777
C 5.7194 -2.1222 2.3095
H 4.5584 -2.6287 0.5180
H 4.2580 -1.0026 1.1638
H 5.1537 -2.9191 2.8255
H 6.7513 -2.4860 2.1646
H 5.7694 -1.2478 2.9819
C -0.3855 -3.4563 1.0072
C -1.5371 -4.4691 1.0475
H -0.3138 -2.9318 1.9764
H 0.5875 -3.9557 0.8386
H -2.4661 -3.9944 1.4053
H -1.7385 -4.9293 0.0665
H -1.2904 -5.2806 1.7553
C 0.6653 -2.5589 -1.6387
C 0.1035 -2.5530 -3.0662
H 1.0202 -3.5712 -1.3757
H 1.5567 -1.9106 -1.5507
H -0.3765 -3.5156 -3.3119
H -0.6361 -1.7528 -3.2290
H 0.9257 -2.4023 -3.7881
C -2.1764 -1.9681 -0.9083
C -3.3169 -1.4811 -0.0060
H -2.3868 -2.9940 -1.2617
H -2.0736 -1.3582 -1.8245
H -4.0629 -0.8999 -0.5748
H -3.8396 -2.3103 0.4965
H -2.9109 -0.8172 0.7782
C -2.1382 -1.1804 3.8239
N -1.0740 -0.6502 4.6769
C -1.2984 -0.7513 6.1105
C 0.0087 -0.0229 4.0579
O 0.0087 -0.0229 2.7870
N 1.0318 0.6882 4.7102
C 1.3380 0.7491 6.1390
C 1.9475 1.5240 3.9263
H -2.9838 -1.6186 4.3939
H -1.7552 -1.9793 3.1765
H -2.5574 -0.3654 3.1959
H -0.5511 -1.4350 6.5626
H -1.3295 0.2603 6.5675
H -2.2757 -1.2149 6.3593
H 2.4019 0.4655 6.2916
H 1.2003 1.7871 6.5099
H 0.8134 0.0818 6.8072
H 2.9910 1.1592 4.0428
H 1.7170 1.5580 2.8425
H 1.8943 2.5748 4.2834

Electronic energy, Ha: -6310.265539
ΔE to the lowest compared entry with this formula, charge and spin, kcal/mol: 82.54
Net charge: +2
M, Da: 676.2
Gap between HOMO and LUMO (alpha / beta), eV: 3.405 / 3.169
E_HOMO (alpha / beta), eV: -12.2 / -12.2
Lowest unoccupied orbital energy (alpha / beta), eV: -8.77 / -9.01
Multiplicity: 2



No. 2
Density functional theory data (ωB97M-V/def2-TZVPD) for C23H26ClIN3O16P as an isolated structure.

Cartesian coordinates (Å):
C 4.0105 2.0840 1.9056
C 2.7720 1.2469 1.6115
C 3.0094 0.2478 0.4961
I 2.6901 1.1779 -1.4303
O 2.1014 -0.8250 0.6533
P 2.2286 -2.2421 -0.0476
O 1.2809 -2.5600 -1.0980
O 3.7772 -2.2067 -0.5300
Cl 4.1483 -3.0566 -1.9295
O 2.1827 -3.1449 1.2405
C 2.3625 -4.5646 1.1636
C 3.6919 -5.0473 1.7550
N 4.7903 -4.8143 0.8346
N 3.5946 -6.4973 1.9709
N 3.9321 -4.3049 2.9917
H 4.1709 2.8490 1.1464
H 4.9000 1.4569 1.9858
H 3.8908 2.5905 2.8630
H 1.9167 1.8785 1.3759
H 2.5069 0.6505 2.4889
H 4.0351 -0.1041 0.4714
H 2.2529 -4.9116 0.1347
H 1.5556 -4.9871 1.7682
H 5.5197 -5.5007 0.9949
H 5.1908 -3.8982 1.0010
H 3.9781 -6.9761 1.1611
H 2.6203 -6.7828 2.0073
H 4.8495 -4.5761 3.3331
H 3.2774 -4.5783 3.7191
C -0.3925 3.9135 -1.1424
C -1.1716 4.5860 -2.0067
C -2.1051 5.6953 -1.5530
O -2.7293 6.2513 -2.4393
C -2.1909 6.0153 -0.1493
C -1.4145 5.3368 0.7089
C -0.4560 4.2510 0.2561
O 0.2051 3.7253 1.1373
O -1.3974 5.5412 2.0133
O -1.2018 4.3469 -3.3017
H 0.2796 3.1234 -1.4466
H -2.8698 6.7955 0.1644
H -0.7388 4.9112 2.3726
H -1.8697 4.9363 -3.7145
C -0.9347 -6.1567 6.3594
C -2.0904 -6.6643 5.9039
C -2.1835 -7.4310 4.5992
O -3.2821 -7.8558 4.2973
C -0.9841 -7.6087 3.8057
C 0.1656 -7.1017 4.2659
C 0.2618 -6.3472 5.5755
O 1.3701 -5.9373 5.8761
O 1.3319 -7.1932 3.6400
O -3.2460 -6.5514 6.5332
H -0.8615 -5.6078 7.2873
H -1.0598 -8.1473 2.8718
H 1.9873 -6.7523 4.2223
H -3.9064 -7.0137 5.9782
C -3.8110 5.6670 -7.3635
C -4.5902 6.3406 -8.2235
C -5.5230 7.4519 -7.7796
O -6.1664 7.9929 -8.6620
C -5.5853 7.7930 -6.3799
C -4.8063 7.1233 -5.5138
C -3.8714 6.0141 -5.9656
O -3.2273 5.4814 -5.0796
O -4.7719 7.3673 -4.2196
O -4.6284 6.1123 -9.5230
H -3.1475 4.8717 -7.6720
H -6.2533 8.5850 -6.0730
H -4.0949 6.7851 -3.8099
H -5.2756 6.7510 -9.8879

Electronic energy, Ha: -3359.443340
ΔE to the lowest compared entry with this formula, charge and spin, kcal/mol: 0.00
M, Da: 793.8
Gap between HOMO and LUMO, eV: 7.762
E_HOMO, eV: -9.5
Lowest unoccupied orbital energy, eV: -1.70



No. 3
Density functional theory data (ωB97M-V/def2-TZVPD) for a 3-piece molecular cluster, C3H11NO2 overall in a non-equilibrium geometry.

Cartesian coordinates (Å):
C -1.2376 -0.8542 -1.2595
C 0.1709 -0.3462 -1.0827
C 1.1768 -1.2805 -0.8736
N 2.4404 -0.9015 -0.5981
H -1.7026 -1.7523 -0.6383
H -2.0091 -0.1731 -0.9671
H -1.5005 -1.2303 -2.2396
H 0.4110 0.6668 -1.0110
H 1.2451 -2.4083 -0.8470
H 3.2338 -1.4036 -0.2896
H 2.6478 0.2016 -0.7580
H -0.0276 1.0650 3.2177
H -1.5133 0.2836 3.2969
O -0.5425 0.3631 3.5166
H -1.0988 1.8487 -0.0958
H -0.5124 3.2425 0.1278
O -1.1815 2.6788 0.5014

Electronic energy, Ha: -326.047298
ΔE to the lowest compared entry with this formula, charge and spin, kcal/mol: 52.82
M, Da: 93.1
Gap between HOMO and LUMO, eV: 8.423
Structure (SMILES): C/C=C/N.O.O
E_HOMO, eV: -7.7
Lowest unoccupied orbital energy, eV: 0.73